2 unconnected molecules or ions with the total composition C5H11NO at a distorted geometry. Source: the Open Molecules 2025 dataset; level of theory: the ωB97M-V functional and the def2-TZVPD basis.

XYZ file:
```
18
Properties=species:S:1:pos:R:3:forces:R:3
C -2.899 1.006 0.401 0.377 0.115 -0.146
C -1.668 0.227 0.046 0.808 0.640 0.265
C -0.455 0.657 0.423 -0.160 0.160 0.366
C 0.809 -0.046 0.476 0.384 0.566 -1.520
C 1.870 0.434 1.146 0.077 -1.067 0.882
N 3.006 -0.328 1.364 -0.320 0.177 -0.572
H -3.295 0.658 1.358 -0.378 -0.299 -0.265
H -3.620 0.931 -0.413 -0.326 0.154 0.314
H -2.645 2.049 0.602 -0.033 0.047 -0.309
H -1.786 -0.695 -0.509 0.026 -0.273 0.212
H -0.345 1.651 0.860 -0.522 -0.031 0.204
H 0.984 -0.817 -0.275 -0.122 -0.522 0.535
H 1.810 1.335 1.745 -0.055 0.112 -0.066
H 3.791 -0.014 1.902 -0.123 -0.027 -0.165
H 2.989 -1.259 0.973 0.379 0.238 0.265
O 0.315 -1.631 -3.613 0.570 -0.895 0.817
H 0.908 -1.558 -2.842 -0.340 0.448 -0.467
H 0.232 -2.601 -3.645 -0.240 0.456 -0.351
```
Positions in Å, forces in eV/Å.

Values from the calculation:
- Frontier orbital gap: 8.078 eV
- SMILES: C/C=C/C=C/N.O
- Energy above the lowest of the compared OMol25 structures with the same formula, charge and spin: 49.3 kcal/mol
- Total charge: 0

Atomic partial charges in e from the Löwdin method, atoms 1 to 8: atom 1 (C): -0.121, atom 2 (C): -0.172, atom 3 (C): -0.164, atom 4 (C): -0.146, atom 5 (C): -0.208, atom 6 (N): 0.039, atom 7 (H): 0.071, atom 8 (H): 0.066